# 1
Density functional theory data (wB97M-V/def2-TZVPD) for C19H35AsN10Ru as an isolated structure.

Results
spin multiplicity = 2
electronic energy = -3622.2695 a.u.
charge = +3
energy relative to the best compared isomer or geometry (same formula, charge and spin) = 0.000 eV
LUMO energy (spin up / spin down) = -8.64 / -11.31 eV
expectation value of S² = 0.7517
gap between HOMO and LUMO (spin up / spin down) = 7.35 / 4.68 eV
strongest force on any atom = 0.594 eV/A

```
66
Properties=species:S:1:pos:R:3:forces:R:3:mulliken_spin:R:1
Ru -0.568 -0.210 -0.409 -0.1661 -0.2146 0.0429 0.0075
C -4.545 0.028 1.203 -0.0167 -0.0060 0.0046 -0.0002
C -3.086 -0.055 0.901 -0.0040 -0.0675 -0.0288 -0.0028
N -2.578 -0.035 -0.286 0.0806 0.1779 -0.0129 -0.0001
C -3.308 0.049 -1.546 0.0037 -0.0083 -0.0073 -0.0001
C -2.363 0.625 -2.606 0.0144 -0.0047 -0.0032 0.0009
N -0.957 0.106 -2.523 0.0796 0.0668 0.0432 -0.0002
C -0.695 -1.144 -3.275 -0.0664 -0.0168 0.0181 0.0004
C -1.071 -2.347 -2.435 0.0050 0.0306 0.0333 -0.0003
N -0.413 -2.252 -1.101 0.0362 -0.0377 0.0025 -0.0011
C 1.032 -2.703 -1.144 -0.0333 0.0165 -0.0143 -0.0007
C 2.027 -1.596 -0.744 -0.0539 -0.0903 0.0322 0.0008
N 1.301 -0.834 0.258 0.1904 0.3451 -0.0495 0.0023
C 1.451 -0.986 1.529 -0.0486 -0.1299 -0.0334 0.0075
C 2.619 -1.661 2.175 0.0018 -0.0491 0.0007 -0.0053
C 0.239 -0.629 2.325 -0.0158 0.0297 0.0214 0.0207
C 0.053 -0.703 3.699 0.0020 0.0326 0.0013 -0.0109
C -1.232 -0.537 4.205 -0.0026 0.0051 -0.0011 -0.0001
C -2.307 -0.316 3.352 0.0064 0.0272 0.0093 0.0034
C -2.074 -0.242 1.985 -0.0023 -0.0217 0.0116 0.0019
N -0.815 -0.395 1.525 -0.0353 -0.2015 -0.0174 -0.0041
H -5.005 -0.960 1.109 0.0039 -0.0009 0.0099 0.0001
H -5.057 0.697 0.513 -0.0036 -0.0109 -0.0059 0.0000
H -4.729 0.382 2.214 -0.0025 0.0103 -0.0039 -0.0001
H -4.203 0.670 -1.480 0.0107 0.0192 0.0037 -0.0001
H -3.643 -0.956 -1.811 -0.0213 0.0078 0.0054 0.0000
H -2.297 1.704 -2.462 -0.0111 -0.0004 0.0046 -0.0009
H -2.776 0.453 -3.602 0.0045 0.0125 -0.0062 0.0001
H -0.372 0.836 -2.917 0.0337 -0.0738 -0.0678 0.0000
H 0.373 -1.167 -3.503 -0.0019 0.0062 -0.0084 0.0001
H -1.236 -1.161 -4.223 0.0124 -0.0151 -0.0089 0.0001
H -0.787 -3.271 -2.942 -0.0081 0.0043 -0.0208 0.0002
H -2.147 -2.389 -2.270 0.0034 -0.0015 0.0085 -0.0002
H -0.895 -2.901 -0.489 -0.0197 -0.0106 -0.0350 0.0002
H 1.269 -3.074 -2.141 -0.0036 -0.0239 0.0070 0.0009
H 1.135 -3.541 -0.456 0.0114 0.0122 0.0143 -0.0004
H 2.252 -0.934 -1.579 0.0073 -0.0136 -0.0045 -0.0002
H 2.953 -2.053 -0.391 0.0085 0.0096 0.0045 0.0000
H 3.558 -1.350 1.719 -0.0009 -0.0152 -0.0111 0.0009
H 2.547 -2.747 2.071 -0.0158 0.0028 0.0173 0.0006
H 2.662 -1.451 3.241 0.0149 0.0147 -0.0022 0.0006
H 0.875 -0.913 4.368 0.0034 0.0037 -0.0018 -0.0010
H -1.401 -0.603 5.272 -0.0021 -0.0063 -0.0012 -0.0002
H -3.306 -0.217 3.753 -0.0005 -0.0079 -0.0009 -0.0001
N 1.281 4.728 -1.039 0.0507 0.0204 0.0385 -0.0012
N 0.450 3.739 -0.550 -0.0334 0.0089 0.0251 -0.0022
N -0.410 3.974 0.409 0.0545 0.0330 0.0019 0.0079
C -0.875 2.755 0.652 0.0416 -0.0506 0.0805 0.0047
N -0.283 1.846 -0.131 -0.2092 -0.0040 -0.1110 -0.0113
N 0.574 2.498 -0.904 0.0136 0.0109 0.0001 0.0105
H 1.494 4.527 -2.012 -0.0101 0.0092 -0.0047 0.0000
H 0.792 5.615 -0.954 -0.0150 -0.0064 -0.0367 0.0001
H -1.627 2.539 1.391 -0.0195 0.0069 -0.0156 -0.0087
C 2.143 4.787 2.835 -0.1508 -0.0658 -0.0452 0.0510
As 2.809 3.025 2.436 0.4258 0.3761 0.1727 0.7534
C 4.184 3.207 1.101 -0.0891 -0.1023 -0.0795 0.0402
C 3.624 2.312 4.028 -0.1173 -0.1091 -0.0068 0.0458
H 2.954 5.282 3.376 -0.0130 0.0319 -0.0055 0.0318
H 1.255 4.743 3.460 0.0190 -0.0219 0.0304 -0.0010
H 1.926 5.314 1.909 0.0272 -0.0067 -0.0079 -0.0032
H 4.843 3.995 1.476 0.0230 -0.0074 -0.0201 0.0336
H 3.756 3.509 0.148 -0.0196 0.0383 0.0186 -0.0008
H 4.736 2.276 0.994 0.0026 -0.0007 0.0202 -0.0006
H 4.425 3.013 4.278 0.0087 -0.0148 0.0223 0.0330
H 4.045 1.327 3.838 0.0186 0.0143 -0.0246 -0.0015
H 2.903 2.268 4.842 -0.0065 0.0327 -0.0025 -0.0013
```
Positions in Å, forces in eV/Å.

# 2
Density functional theory data (wB97M-V/def2-TZVPD) for C19H35BaN4O as an isolated structure at a distorted geometry.

Results
electronic energy = -1064.5818 a.u.
charge = +1
energy relative to the best compared isomer or geometry (same formula, charge and spin) = 0.000 eV
LUMO energy = -2.36 eV
gap between HOMO and LUMO = 7.34 eV
strongest force on any atom = 2.281 eV/A

```
60
Properties=species:S:1:pos:R:3:forces:R:3:lowdin_charge:R:1
Ba 0.002 -0.966 1.596 1.8307 -0.2022 -1.3459 1.7309
C 2.952 -2.068 -2.240 0.2071 -0.1076 -0.0460 -0.0769
C 1.531 -1.676 -1.868 -0.2725 -0.0342 -0.1488 -0.6753
C 0.539 -2.775 -2.287 0.2217 0.1492 -0.5837 -0.0836
O 1.434 -1.394 -0.534 -1.1693 0.3258 1.6807 -0.5350
H 3.115 -2.027 -3.320 0.0811 -0.0052 0.0236 0.0745
H 3.197 -3.076 -1.892 -0.0990 0.0145 0.0260 0.0740
H 3.629 -1.383 -1.730 0.0700 0.0725 -0.1713 0.0722
H 1.283 -0.792 -2.500 0.0348 0.0370 0.1747 0.1038
H 0.449 -2.825 -3.382 0.0446 -0.0708 0.1145 0.0806
H -0.452 -2.548 -1.886 0.0126 -0.0979 0.1487 0.0279
H 0.903 -3.745 -1.941 -0.2217 -0.0243 0.1784 0.0758
C 3.269 1.734 6.136 0.1446 0.1352 0.0551 -0.1009
C 4.209 2.046 4.980 0.6597 0.1215 0.4082 -0.2582
C 4.499 0.874 4.041 -0.2931 0.2426 -0.7559 -0.1676
C 3.377 0.500 3.166 0.6585 0.3008 0.6093 -0.1846
N 2.531 0.234 2.446 -0.8000 -0.3292 -0.1506 0.0628
H 3.539 0.788 6.608 -0.0967 -0.0525 -0.0559 0.0783
H 2.223 1.708 5.831 -0.0226 -0.1240 -0.0384 0.0702
H 3.371 2.499 6.906 -0.1066 0.0307 -0.0447 0.0767
H 5.195 2.315 5.379 -0.1471 -0.0987 0.1225 0.1137
H 3.911 2.948 4.443 -0.2446 -0.2064 -0.2196 0.1131
H 4.806 -0.023 4.578 0.0797 0.0517 0.0955 0.1266
H 5.298 1.162 3.350 0.0575 -0.1793 0.1518 0.1293
C -1.963 1.703 -3.680 0.6063 0.1778 0.1809 -0.0968
C -1.578 0.245 -3.488 -0.2130 0.1635 -0.5169 -0.2366
C -2.610 -0.529 -2.643 0.5588 -0.4658 -0.2989 -0.1576
C -2.268 -0.516 -1.236 -0.1651 0.2356 -0.3229 -0.1990
N -1.956 -0.481 -0.138 -0.2909 0.0578 0.3456 0.0022
H -1.206 2.228 -4.265 -0.0308 -0.1156 -0.0522 0.0795
H -1.992 2.219 -2.716 -0.3228 0.0296 -0.0436 0.0705
H -2.905 1.791 -4.216 -0.1608 0.0949 0.1685 0.0789
H -0.578 0.138 -3.072 -0.0311 -0.0108 0.1502 0.0942
H -1.544 -0.231 -4.470 -0.0152 -0.0638 0.0537 0.1168
H -2.557 -1.575 -2.959 -0.3024 0.0064 0.1204 0.1184
H -3.623 -0.155 -2.764 -0.0848 -0.0156 -0.1083 0.1298
C -0.722 6.418 -0.285 0.3304 0.0040 -0.1927 -0.1012
C -0.114 5.028 -0.105 -0.2454 0.0347 -0.0177 -0.2462
C -0.335 4.464 1.304 -0.0279 0.1313 0.5264 -0.1738
C -0.191 3.014 1.387 0.0923 0.4469 -0.0856 -0.1878
N -0.065 1.879 1.448 -0.1480 -0.4010 0.0792 0.0461
H -0.320 6.852 -1.201 -0.1362 0.0343 0.0013 0.0774
H -0.464 7.106 0.522 -0.0088 -0.0922 0.0912 0.0779
H -1.805 6.374 -0.383 -0.0411 -0.0006 0.1059 0.0773
H 0.956 5.052 -0.305 0.0098 -0.0447 -0.0129 0.1154
H -0.564 4.355 -0.837 0.0741 -0.0352 0.0108 0.1048
H -1.316 4.708 1.725 -0.0784 -0.0156 -0.3147 0.1304
H 0.371 4.897 2.021 0.0509 -0.0174 -0.1476 0.1306
C -4.232 -4.136 -0.492 0.5336 0.4714 0.0659 -0.0976
C -3.378 -5.381 -0.626 -0.7379 -1.0808 -0.1722 -0.2551
C -1.887 -5.114 -0.741 0.2202 0.2142 -0.2270 -0.1633
C -1.410 -4.218 0.306 -0.0931 -0.6327 -0.5610 -0.2090
N -1.040 -3.535 1.140 0.1505 0.5324 0.6688 0.0400
H -5.290 -4.374 -0.500 -0.0943 0.0249 -0.0227 0.0793
H -4.006 -3.422 -1.292 -0.1914 -0.1431 -0.1062 0.0692
H -3.989 -3.604 0.433 -0.1805 -0.1186 0.0516 0.0713
H -3.684 -5.964 -1.504 0.1550 0.3166 -0.1276 0.1172
H -3.611 -6.091 0.175 0.2958 0.3161 0.2513 0.1182
H -1.664 -4.643 -1.704 0.0195 0.1330 0.1063 0.1164
H -1.271 -6.012 -0.717 -0.1264 -0.1216 0.1248 0.1339
```
Positions in Å, forces in eV/Å.

# 3
Density functional theory data (wB97M-V/def2-TZVPD) for C19H35BeNO2P2 as an isolated structure at a distorted geometry.

Results
electronic energy = -1647.4879 a.u.
energy relative to the best compared isomer or geometry (same formula, charge and spin) = 3.945 eV
LUMO energy = -1.52 eV
gap between HOMO and LUMO = 4.85 eV
strongest force on any atom = 6.884 eV/A

```
60
Properties=species:S:1:pos:R:3:forces:R:3:lowdin_charge:R:1
P -0.983 2.936 -1.862 2.2086 0.2958 2.1706 0.6657
P 3.925 -2.522 1.046 0.0136 1.5221 -0.7047 0.7597
C 0.267 3.161 -0.698 -0.8618 -0.5185 0.0278 -0.2941
C 3.973 -1.155 -0.198 0.8565 1.4745 -0.5517 -0.3774
H 0.182 2.670 0.291 0.1038 0.3858 -0.9279 -0.0161
H 0.967 4.003 -0.774 -0.5869 -0.2553 -0.1207 -0.0219
H 3.694 -1.581 -1.181 0.4012 0.1900 0.0343 0.0101
H 5.000 -0.763 -0.162 -0.0484 -1.2754 -0.2828 -0.0783
C 4.827 -1.575 2.326 0.1637 -0.2357 0.7956 -0.3533
H 5.093 -2.310 3.106 0.0566 0.5360 -0.0367 0.0272
H 4.223 -0.768 2.765 0.1382 -0.2547 -0.1301 0.0311
H 5.755 -1.157 1.892 -0.3328 -0.1140 0.2161 0.0269
C 5.450 -3.386 0.479 0.2765 -0.5151 0.0747 -0.3496
H 6.128 -2.657 0.006 -0.1987 -0.2933 0.1833 0.0262
H 5.209 -4.183 -0.232 0.1447 0.1110 0.0789 0.0226
H 5.946 -3.823 1.361 -0.0698 -0.0826 -0.3265 0.0279
C -1.638 4.550 -2.289 -0.5486 0.6159 -0.7025 -0.2208
H -2.692 4.459 -2.584 0.2383 0.2054 -0.1849 0.0420
H -1.067 5.016 -3.100 -0.1355 -0.0315 0.0784 0.0501
H -1.574 5.194 -1.402 0.0141 -0.3570 -0.2569 0.0557
C -0.478 2.070 -3.374 -0.4791 0.0155 -0.6459 -0.2094
H -0.090 1.063 -3.161 -0.1463 0.2998 0.2417 0.0344
H 0.308 2.637 -3.888 -0.1627 -0.0059 0.1866 0.0486
H -1.336 1.978 -4.054 0.1816 -0.0236 -0.0484 0.0500
Be 3.500 0.868 -0.719 -2.1430 -5.4244 3.6563 0.3204
C 5.891 0.725 -1.701 1.6604 0.6175 1.5028 -0.0989
C 5.950 1.380 -0.492 1.6002 -0.9044 -1.9099 -0.1194
C 6.034 2.866 -0.361 -0.3371 0.4459 0.4970 -0.1677
C 5.087 3.560 -1.345 -0.1737 0.3608 -0.0435 -0.1497
C 3.746 2.849 -1.254 -0.6524 0.8108 -2.6325 0.0058
C 3.363 1.810 -2.104 0.6046 4.9120 -2.5618 -0.1762
C 4.200 1.565 -3.350 0.1780 -0.7951 0.0076 -0.1233
C 5.699 1.346 -3.047 0.4973 -0.2158 -0.7909 -0.1785
C -2.431 2.053 -1.247 -0.3584 -0.3403 0.1681 -0.1938
H 6.161 -0.336 -1.757 -0.6371 0.3141 0.4205 0.1172
H 6.267 0.841 0.401 -0.4244 -0.2456 -0.2269 0.1114
H 7.063 3.251 -0.479 -0.3095 -0.3208 -0.0530 0.1337
H 5.723 3.140 0.658 0.1235 -0.0033 -0.1611 0.1236
H 4.996 4.629 -1.082 -0.3198 -0.5293 0.1722 0.1311
H 5.509 3.571 -2.361 -0.5003 -0.1165 0.5447 0.0990
H 3.006 3.381 -0.649 -0.0534 -0.9649 0.4508 0.1194
H 2.298 1.640 -2.255 -0.1134 -0.2448 0.7483 0.1132
H 4.086 2.412 -4.051 -0.1108 -0.2318 0.3750 0.1344
H 3.816 0.669 -3.860 0.0059 0.3030 0.1860 0.1256
H 6.119 0.661 -3.800 -0.2684 0.0891 0.2535 0.1209
H 6.281 2.265 -3.197 -0.1817 -0.3443 0.2437 0.1044
H -2.378 0.966 -1.373 0.1504 0.2285 -0.0488 0.0529
H -3.288 2.431 -1.818 0.0975 -0.2469 0.1211 0.0449
H -2.606 2.267 -0.187 0.1662 0.0745 -0.2443 0.0595
O 1.020 -0.888 -2.103 0.4235 0.4433 0.6772 0.0124
C 1.067 -0.608 -0.908 0.1916 0.5192 0.7696 -0.4771
C 0.244 -1.310 0.187 -0.0250 -0.2027 -0.4255 -0.1019
C 0.330 -0.376 1.369 0.1841 0.4948 0.6027 -0.0949
C 1.436 0.628 1.001 -0.2078 -0.8994 -1.2735 -0.5194
O 1.905 1.503 1.711 0.2119 -0.1869 -0.0437 0.0211
N 1.842 0.389 -0.303 -0.8313 0.3854 0.2619 0.0391
H -0.786 -1.479 -0.146 0.2802 -0.0775 -0.0650 0.1115
H 0.704 -2.285 0.428 -0.1030 0.3786 -0.3440 0.1082
H -0.619 0.156 1.524 0.2803 0.0116 0.1375 0.1149
H 0.608 -0.882 2.302 -0.1322 0.2164 -0.1406 0.1193
```
Positions in Å, forces in eV/Å.